# 1
The following is a quantum chemistry calculation of C4H6N2O in the gas phase at a distorted geometry, from the Open Molecules 2025 dataset.

Summary:
Kohn-Sham gap   10.2 eV
Max |F|   1.8 eV/A
Energy relative to the best compared isomer or geometry (same formula, charge and spin)   46.5 kcal/mol
SMILES   CC1=N[C@H](O)C=N1

Atoms and positions in Å:
C -1.9126 0.8032 0.7716
C -0.6747 0.2490 0.1491
N 0.5028 0.6956 0.4220
C 1.3778 -0.3391 -0.1216
O 2.7192 -0.1506 -0.3870
C 0.4827 -1.1448 -0.9938
N -0.7473 -0.8351 -0.7636
H -2.7030 0.0511 0.8223
H -2.2748 1.6440 0.1740
H -1.6860 1.1695 1.7760
H 1.2845 -0.7266 0.9115
H 2.8552 0.5143 -1.0717
H 0.7762 -1.9304 -1.6889

natural (NBO) population analysis, charges in e, atoms 1 to 5: number 1, C, carries -0.66; number 2, C, carries 0.35; number 3, N, carries -0.42; number 4, C, carries 0.11; number 5, O, carries -0.68


# 2
The following is a quantum chemistry calculation of C4H6N2O in the gas phase, from the Open Molecules 2025 dataset.

Summary:
Kohn-Sham gap (alpha / beta)   7.7 / 7.2 eV
Max |F|   0.8 eV/A
Energy relative to the best compared isomer or geometry (same formula, charge and spin)   109.4 kcal/mol

Atoms and positions in Å:
N 0.3295 -1.8977 -0.4466
C 0.4320 -0.6878 0.2152
C -0.4939 0.3715 -0.2856
O -1.5441 -0.1696 -0.9432
C -0.3954 1.7249 -0.0878
C 0.4075 2.3525 0.8865
N 1.2554 -0.4223 1.1552
H -0.4591 -2.0000 -1.0680
H 0.5139 -2.7110 0.1244
H -2.0977 0.5394 -1.3040
H -1.1953 2.3155 -0.5563
H 1.3424 1.7873 1.0216
H 1.9047 -1.2027 1.2887

natural (NBO) population analysis, charges in e, atoms 1 to 5: number 1, N, carries -0.82; number 2, C, carries 0.36; number 3, C, carries 0.34; number 4, O, carries -0.66; number 5, C, carries -0.44


# 3
The following is a quantum chemistry calculation of C4H6N2O in the gas phase, from the Open Molecules 2025 dataset.

Summary:
Kohn-Sham gap   8.4 eV
Max |F|   0.3 eV/A
Energy relative to the best compared isomer or geometry (same formula, charge and spin)   22.3 kcal/mol
SMILES   Nc1cc[nH]c1O

Atoms and positions in Å:
N 1.9033 -0.5739 -0.3231
C 0.5127 -0.3199 -0.1553
C -0.6444 -1.1000 -0.4662
C -1.7463 -0.3821 -0.0787
N -1.3101 0.8144 0.4426
C 0.0505 0.8525 0.3801
O 0.7228 1.9733 0.7512
H 2.0595 -1.3213 -0.9892
H 2.3371 -0.8619 0.5512
H -0.6532 -2.0639 -0.9593
H -2.8010 -0.6074 -0.1484
H -1.8763 1.5208 0.8826
H 1.4456 2.0696 0.1125

natural (NBO) population analysis, charges in e, atoms 1 to 5: number 1, N, carries -0.83; number 2, C, carries -0.02; number 3, C, carries -0.32; number 4, C, carries -0.08; number 5, N, carries -0.53


# 4
The following is a quantum chemistry calculation of C4H6N2O in the gas phase, from the Open Molecules 2025 dataset.

Summary:
Kohn-Sham gap   8.5 eV
Max |F|   0.3 eV/A
Energy relative to the best compared isomer or geometry (same formula, charge and spin)   22.7 kcal/mol
SMILES   Nc1c[nH]c(O)c1

Atoms and positions in Å:
N 2.1926 -0.3586 -0.5940
C 0.8671 -0.0594 -0.1627
C 0.4556 0.9266 0.6962
N -0.9264 0.8673 0.7673
C -1.3695 -0.1462 -0.0222
O -2.7116 -0.3459 -0.0835
C -0.2979 -0.7566 -0.6203
H 2.7445 0.4884 -0.6624
H 2.6623 -0.9756 0.0607
H 1.0164 1.6556 1.2637
H -1.5298 1.4711 1.2997
H -2.8794 -1.0312 -0.7409
H -0.3143 -1.5851 -1.3164

natural (NBO) population analysis, charges in e, atoms 1 to 5: number 1, N, carries -0.83; number 2, C, carries 0.09; number 3, C, carries -0.14; number 4, N, carries -0.53; number 5, C, carries 0.44


# 5
The following is a quantum chemistry calculation of C4H6N2O in the gas phase, from the Open Molecules 2025 dataset.

Summary:
Kohn-Sham gap   9.3 eV
Max |F|   0.3 eV/A
Energy relative to the best compared isomer or geometry (same formula, charge and spin)   35.2 kcal/mol
SMILES   NC1=C[C@@H](O)N=C1

Atoms and positions in Å:
N -2.1125 0.5631 -0.4528
C -0.8152 0.1589 -0.1993
C 0.3470 0.8340 -0.1787
C 1.4496 -0.1930 -0.0784
O 2.5410 0.1032 0.7378
N 0.7858 -1.4771 0.2055
C -0.4625 -1.2625 0.0449
H -2.8377 -0.0359 -0.0855
H -2.3058 1.5418 -0.2979
H 0.5133 1.8938 -0.3308
H 1.8787 -0.3505 -1.0772
H 2.2133 0.2948 1.6252
H -1.1950 -2.0706 0.0873

natural (NBO) population analysis, charges in e, atoms 1 to 5: number 1, N, carries -0.80; number 2, C, carries 0.11; number 3, C, carries -0.33; number 4, C, carries 0.18; number 5, O, carries -0.69


# 6
The following is a quantum chemistry calculation of C4H6N2O in the gas phase at a distorted geometry, from the Open Molecules 2025 dataset.

Summary:
Kohn-Sham gap   9.0 eV
Max |F|   2.6 eV/A
Energy relative to the best compared isomer or geometry (same formula, charge and spin)   49.9 kcal/mol
SMILES   Cc1cnc(N)o1

Atoms and positions in Å:
C -2.2544 0.3772 0.2321
C -0.8727 -0.1510 0.4661
C -0.3138 -0.9759 -0.4656
N 0.9959 -0.8188 -0.7128
C 1.3991 0.1751 0.0598
N 2.7365 0.4344 0.0265
O 0.4985 0.7945 0.7863
H -2.3261 1.0132 -0.6733
H -2.6469 -0.6473 0.0939
H -2.8818 0.7940 1.0245
H -0.8246 -1.7611 -1.0257
H 3.2240 1.0344 0.6646
H 3.2664 -0.2688 -0.4763

natural (NBO) population analysis, charges in e, atoms 1 to 5: number 1, C, carries -0.66; number 2, C, carries 0.15; number 3, C, carries -0.03; number 4, N, carries -0.59; number 5, C, carries 0.71


# 7
The following is a quantum chemistry calculation of a 2-piece molecular cluster, C4H6N2O overall at a distorted geometry, from the Open Molecules 2025 dataset.

Summary:
Kohn-Sham gap   10.7 eV
Max |F|   1.4 eV/A
Energy relative to the best compared isomer or geometry (same formula, charge and spin)   68.5 kcal/mol

Atoms and positions in Å:
O 1.6378 -0.4785 2.6074
C 0.9735 0.3429 2.1890
N -0.8494 -1.3286 0.6953
C -1.1193 -0.1939 -0.1682
C 0.1572 0.2857 -0.7522
C 0.9816 1.3001 -1.3701
N 1.3736 -0.0201 -0.7305
H -1.6932 -1.6650 1.1427
H -1.5018 0.6351 0.4415
H -1.8584 -0.3620 -0.9710
H -0.4293 -2.0917 0.1759
H 1.0992 1.3729 -2.4504
H 1.2285 2.2029 -0.8094

natural (NBO) population analysis, charges in e, atoms 1 to 5: number 1, O, carries -0.51; number 2, C, carries 0.50; number 3, N, carries -0.83; number 4, C, carries -0.28; number 5, C, carries 0.24


# 8
The following is a quantum chemistry calculation of C4H6N2O as an isolated structure at a distorted geometry, from the Open Molecules 2025 dataset.

Summary:
Kohn-Sham gap (alpha / beta)   7.9 / 7.9 eV
Max |F|   5.4 eV/A
Energy relative to the best compared isomer or geometry (same formula, charge and spin)   148.0 kcal/mol

Atoms and positions in Å:
C 0.8186 -0.4503 0.4502
C -0.5067 0.2501 0.3760
C -1.2272 0.1698 -0.8862
C 1.9389 0.1841 0.7617
O 0.7211 -1.7244 -0.0441
N -0.5696 1.6106 0.2672
N -1.8627 -0.2018 -1.8464
H 1.5865 -2.1528 -0.0242
H -1.4448 2.0993 0.4049
H -2.8761 -0.2071 -1.9169
H -1.3764 -0.4929 0.7157
H 2.8879 -0.3306 0.8059
H 1.9104 1.2460 0.9359

natural (NBO) population analysis, charges in e, atoms 1 to 5: number 1, C, carries 0.30; number 2, C, carries -0.17; number 3, C, carries 0.64; number 4, C, carries -0.51; number 5, O, carries -0.69


# 9
The following is a quantum chemistry calculation of C4H6N2O in the gas phase, from the Open Molecules 2025 dataset.

Summary:
Kohn-Sham gap   7.9 eV
Max |F|   1.0 eV/A
Energy relative to the best compared isomer or geometry (same formula, charge and spin)   59.0 kcal/mol
SMILES   Nc1ccc(O)[nH]1

Atoms and positions in Å:
N -2.1578 -0.1058 -0.0371
C -0.8138 0.1136 0.2905
C -0.0492 1.2730 0.3060
C 1.3033 0.8715 0.4361
C 1.3299 -0.5077 0.4401
O 1.9931 -1.2169 -0.5635
N 0.0028 -0.9300 0.5444
H -2.3917 0.4929 -0.8258
H -2.2927 -1.0695 -0.3378
H -0.4105 2.2762 0.1316
H 2.1805 1.4987 0.3474
H 1.5642 -0.7950 -1.3377
H -0.2580 -1.9010 0.6057

natural (NBO) population analysis, charges in e, atoms 1 to 5: number 1, N, carries -0.81; number 2, C, carries 0.34; number 3, C, carries -0.39; number 4, C, carries -0.25; number 5, C, carries 0.29


# 10
The following is a quantum chemistry calculation of a 2-piece molecular cluster, C4H6N2O overall, from the Open Molecules 2025 dataset.

Summary:
Kohn-Sham gap   8.8 eV
Max |F|   0.6 eV/A
Energy relative to the best compared isomer or geometry (same formula, charge and spin)   48.1 kcal/mol
SMILES   [H]/N=C1\C=CNC1=O.[H][H]

Atoms and positions in Å:
H -1.9063 1.5786 0.7994
N -1.7149 0.5771 0.7213
C -0.4830 0.3831 0.4819
C 0.6731 1.2735 0.3194
C 1.7316 0.4992 0.0260
N 1.3975 -0.8533 -0.0231
C 0.0497 -1.0349 0.2474
O -0.5466 -2.0841 0.2557
H 0.6704 2.3494 0.4260
H 2.7558 0.7984 -0.1612
H 2.0195 -1.6101 -0.2559
H -2.4318 -0.6523 -1.6292
H -2.2150 -1.2247 -1.2076

natural (NBO) population analysis, charges in e, atoms 1 to 5: number 1, H, carries 0.34; number 2, N, carries -0.52; number 3, C, carries 0.15; number 4, C, carries -0.37; number 5, C, carries 0.06


# 11
The following is a quantum chemistry calculation of a 2-piece molecular cluster, C4H6N2O overall, from the Open Molecules 2025 dataset.

Summary:
Kohn-Sham gap   8.8 eV
Max |F|   0.6 eV/A
Energy relative to the best compared isomer or geometry (same formula, charge and spin)   46.8 kcal/mol
SMILES   [H]/N=C1\C=CNC1=O.[H][H]

Atoms and positions in Å:
H 2.3518 1.4330 0.0584
N 1.6101 1.1411 0.7002
C 0.8927 0.2437 0.1589
C 0.9141 -0.4245 -1.1494
C -0.1146 -1.2892 -1.1689
N -0.8381 -1.2762 0.0220
C -0.2976 -0.3619 0.9144
O -0.7019 -0.1173 2.0243
H 1.6240 -0.2522 -1.9468
H -0.4189 -1.9565 -1.9664
H -1.6580 -1.8245 0.2240
H -1.8981 2.5521 0.8068
H -1.6286 2.1054 1.3370

natural (NBO) population analysis, charges in e, atoms 1 to 5: number 1, H, carries 0.33; number 2, N, carries -0.52; number 3, C, carries 0.15; number 4, C, carries -0.37; number 5, C, carries 0.06


# 12
The following is a quantum chemistry calculation of C4H6N2O as an isolated structure at a distorted geometry, from the Open Molecules 2025 dataset.

Summary:
Kohn-Sham gap   10.2 eV
Max |F|   1.9 eV/A
Energy relative to the best compared isomer or geometry (same formula, charge and spin)   88.3 kcal/mol

Atoms and positions in Å:
C -2.2412 0.2883 0.2401
C -0.3656 0.3664 -0.0584
C -0.8884 -0.7900 0.1270
N 1.6558 -1.8132 -0.7505
C 2.1891 -0.8382 -0.4105
N 2.7681 0.3273 -0.0725
O 0.1159 1.4442 -0.1078
H -2.5062 0.9284 -0.6200
H -2.9235 -0.5328 0.3258
H -2.2805 0.9085 1.1466
H -0.9584 -1.6548 -0.5264
H 2.0879 1.0847 -0.0489
H 3.3471 0.2814 0.7556

natural (NBO) population analysis, charges in e, atoms 1 to 5: number 1, C, carries -0.60; number 2, C, carries 0.64; number 3, C, carries -0.45; number 4, N, carries -0.41; number 5, C, carries 0.43